[1]
Density functional theory data (wB97M-V/def2-TZVPD) for C28H32BiCl2I2N6O4SSeSi as an isolated structure.

```
78
C28H32BiCl2I2N6O4SSeSi, DFT wB97M-V/def2-TZVPD
Bi 0.913 0.739 0.019
I 4.692 -6.146 2.697
C 4.232 -4.200 2.086
C 4.645 -3.117 2.851
C 4.338 -1.840 2.429
I 4.941 -0.193 3.559
C 3.609 -1.558 1.238
O 3.387 -0.374 0.829
C 3.172 -2.711 0.511
C 2.296 -2.509 -0.694
N 0.932 -2.085 -0.327
C 0.282 -2.891 0.680
C -0.075 -2.156 1.956
C -0.608 -2.901 3.006
C -0.890 -2.282 4.206
C -0.634 -0.923 4.324
C -0.125 -0.252 3.230
N 0.147 -0.849 2.063
C 3.496 -3.990 0.929
H 5.205 -3.267 3.764
H 2.712 -1.722 -1.332
H 2.275 -3.442 -1.275
H 0.344 -2.037 -1.152
H -0.621 -3.370 0.287
H 0.943 -3.706 0.992
H -0.772 -3.963 2.869
H -1.294 -2.847 5.037
H -0.826 -0.384 5.240
H 0.082 0.809 3.266
H 3.156 -4.838 0.344
Cl 3.671 0.641 -2.808
C 4.661 1.024 -1.381
Cl 4.483 2.720 -0.918
H 5.698 0.843 -1.635
H 4.302 0.418 -0.549
O 2.162 3.578 3.375
S 2.272 2.754 2.181
N 1.028 2.051 1.771
O 0.353 1.412 -3.134
C 0.818 2.464 -2.701
C 1.255 3.617 -3.594
C 1.691 4.685 -2.603
C 1.467 4.034 -1.237
O 1.677 4.594 -0.181
N 0.998 2.750 -1.392
H 0.416 3.907 -4.227
H 2.055 3.263 -4.245
H 1.114 5.609 -2.653
H 2.746 4.948 -2.677
C -4.051 2.178 -0.399
Si -2.395 2.187 0.505
C -1.664 3.897 0.325
C -2.723 1.833 2.328
C -1.337 0.852 -0.241
H -4.752 2.897 0.033
H -4.515 1.189 -0.365
H -3.905 2.438 -1.450
H -2.315 4.633 0.805
H -1.560 4.175 -0.727
H -0.674 3.961 0.779
H -3.721 2.172 2.617
H -1.999 2.350 2.962
H -2.655 0.766 2.548
H -1.418 0.900 -1.332
H -1.704 -0.129 0.082
Se -1.007 -1.162 -3.896
N -1.516 -2.062 -2.470
C -2.841 -1.971 -2.412
C -3.653 -2.538 -1.384
C -4.996 -2.361 -1.439
C -5.613 -1.628 -2.503
C -4.879 -1.073 -3.498
C -3.460 -1.227 -3.475
N -2.635 -0.715 -4.381
H -3.184 -3.089 -0.581
H -5.623 -2.775 -0.659
H -6.688 -1.508 -2.498
H -5.333 -0.504 -4.298
```

Calculated values
Net charge = -1
HOMO level = -4.80 eV



[2]
Density functional theory data (wB97M-V/def2-TZVPD) for C25H39CrGeNO2PS3Se as an isolated structure.

```
74
C25H39CrGeNO2PS3Se, DFT wB97M-V/def2-TZVPD
Cr 0.628 0.825 -0.191
C 4.328 4.299 -1.091
O 2.888 4.242 -1.028
C 2.261 3.182 -0.630
S 2.958 1.752 -0.063
S 0.569 3.196 -0.664
H 4.567 4.866 -1.985
H 4.761 3.303 -1.139
H 4.701 4.821 -0.213
C -4.246 0.174 -4.054
Ge -4.679 0.046 -2.141
C -6.361 0.914 -1.640
C -4.507 -1.833 -1.593
C -3.266 1.018 -1.042
Se -1.479 0.590 -1.676
C -1.389 2.022 -2.973
H -4.938 -0.464 -4.604
H -3.235 -0.189 -4.245
H -4.352 1.186 -4.444
H -7.187 0.452 -2.180
H -6.334 1.974 -1.893
H -6.545 0.810 -0.572
H -5.169 -2.450 -2.201
H -4.777 -1.980 -0.547
H -3.484 -2.180 -1.753
H -3.363 0.680 -0.009
H -3.390 2.100 -1.071
H -0.417 2.007 -3.458
H -1.536 2.973 -2.469
H -2.180 1.856 -3.697
S -1.381 2.555 3.448
C -1.130 1.921 1.896
N 0.006 1.307 1.686
C 0.783 1.292 2.852
C 2.047 0.725 3.030
C 2.676 0.865 4.246
C 2.066 1.546 5.306
C 0.805 2.083 5.164
C 0.174 1.948 3.932
H -1.873 2.056 1.121
H 2.518 0.178 2.229
H 3.663 0.445 4.385
H 2.591 1.655 6.245
H 0.319 2.595 5.983
C 1.682 -0.864 -4.097
C 2.018 -0.537 -2.686
C 3.282 -1.092 -2.126
O 1.250 0.159 -2.019
H 2.516 -0.614 -4.755
H 0.780 -0.351 -4.425
H 1.532 -1.944 -4.177
H 3.433 -2.117 -2.466
H 3.287 -1.041 -1.040
H 4.127 -0.508 -2.498
C 0.413 -2.737 -0.803
P 0.260 -1.486 0.522
C -1.493 -1.687 0.992
C 1.199 -2.233 1.880
C 2.563 -2.450 1.676
C 3.329 -3.066 2.651
C 2.735 -3.463 3.843
C 1.386 -3.228 4.061
C 0.616 -2.611 3.085
H 1.458 -2.869 -1.085
H -0.165 -2.422 -1.674
H 0.028 -3.686 -0.433
H -1.680 -2.721 1.277
H -2.119 -1.446 0.132
H -1.756 -1.027 1.819
H 3.026 -2.142 0.743
H 4.383 -3.242 2.483
H 3.325 -3.964 4.598
H 0.928 -3.537 4.990
H -0.435 -2.436 3.276
```

Calculated values
Net charge = +2
HOMO level (alpha / beta) = -13.94 / -13.95 eV
Multiplicity = 2
⟨S²⟩ = 0.776



[3]
Density functional theory data (wB97M-V/def2-TZVPD) for one molecule with the formula C4H6N2.

```
12
C4H6N2, DFT wB97M-V/def2-TZVPD
C 0.584 -0.342 0.199
C 1.404 0.934 -0.104
C -0.677 -0.983 -0.123
C 1.939 -0.326 0.356
N -2.086 0.893 0.045
N -2.057 -0.334 -0.020
H 1.454 1.185 -1.247
H 1.561 1.739 0.535
H -0.791 -1.413 -1.209
H -0.982 -1.880 0.591
H 2.726 -0.717 0.804
H -3.076 1.244 0.172
```

Calculated values
HOMO level = -8.59 eV



[4]
Density functional theory data (wB97M-V/def2-TZVPD) for a 6-piece molecular cluster, C24H30N6 overall.

```
60
C24H30N6, DFT wB97M-V/def2-TZVPD
N -23.315 -34.424 22.579
C -23.600 -35.325 21.628
C -23.892 -34.541 20.333
C -23.717 -33.120 20.672
C -23.253 -33.154 22.150
H -23.005 -34.418 23.656
H -23.508 -36.483 21.811
H -24.055 -35.153 19.470
H -23.814 -32.348 19.968
H -23.221 -32.236 22.805
N -26.882 -36.776 18.442
C -26.407 -37.746 17.555
C -25.984 -38.947 18.394
C -26.151 -38.471 19.841
C -26.604 -37.054 19.694
H -27.307 -35.915 18.239
H -26.507 -37.540 16.463
H -25.718 -39.962 17.976
H -26.056 -39.055 20.760
H -26.662 -36.256 20.390
N -28.391 -34.663 16.573
C -28.357 -33.906 17.767
C -26.971 -33.339 17.957
C -26.195 -33.917 16.721
C -27.172 -34.691 15.912
H -29.226 -34.761 16.021
H -29.241 -33.911 18.569
H -26.322 -32.798 18.698
H -25.267 -33.638 16.330
H -27.026 -35.049 14.892
N -29.206 -39.688 19.090
C -29.808 -39.889 17.976
C -31.158 -40.337 18.220
C -31.378 -40.389 19.699
C -29.975 -39.770 20.249
H -28.242 -39.255 18.958
H -29.397 -39.735 16.899
H -32.014 -40.562 17.502
H -32.016 -40.702 20.405
H -29.396 -39.699 21.197
N -26.712 -34.506 23.082
C -28.044 -34.467 22.555
C -29.025 -34.556 23.605
C -28.361 -34.817 24.869
C -26.765 -34.690 24.537
H -25.958 -34.461 22.651
H -28.129 -34.374 21.559
H -30.087 -34.343 23.529
H -28.781 -34.996 25.858
H -25.935 -34.873 25.063
N -23.301 -41.558 23.775
C -22.645 -40.480 23.292
C -23.102 -40.217 21.852
C -24.045 -41.277 21.595
C -24.084 -42.123 22.826
H -23.158 -41.915 24.657
H -22.025 -40.008 24.115
H -22.972 -39.167 21.175
H -24.624 -41.294 20.724
H -24.589 -43.093 22.984
```

Calculated values
HOMO level = -7.31 eV



[5]
Density functional theory data (wB97M-V/def2-TZVPD) for a 2-piece molecular cluster, C4H5N4O3 overall.

```
16
C4H5N4O3, DFT wB97M-V/def2-TZVPD
C 1.857 0.277 -0.656
C 2.412 -1.497 0.467
C 0.846 -0.041 0.285
C -0.490 0.445 0.326
N 2.841 -0.653 -0.459
N 1.224 -1.120 0.995
N -2.581 -0.835 -0.305
N -0.913 1.644 0.167
O -2.682 -0.555 -1.438
O -3.071 -1.289 0.666
O -2.259 1.770 -0.233
H 1.699 0.792 -1.523
H 3.100 -2.211 0.919
H 0.707 -1.675 1.637
H -0.306 2.352 -0.012
H -2.384 2.595 -0.835
```

Calculated values
Net charge = +1
HOMO level (alpha / beta) = -13.43 / -13.11 eV



[6]
Density functional theory data (wB97M-V/def2-TZVPD) for a 2-piece molecular cluster, C2H9N2S2 overall.

```
15
C2H9N2S2, DFT wB97M-V/def2-TZVPD
C -2.669 -0.241 0.409
S -0.972 0.348 0.710
S -0.608 1.121 -1.227
H -3.186 0.307 -0.374
H -2.684 -1.301 0.182
H -3.255 0.015 1.296
H -1.033 2.355 -0.913
N 1.485 -1.981 0.128
C 2.376 -1.080 0.413
N 2.254 0.210 0.151
H 0.557 -1.775 -0.222
H 1.712 -2.966 0.046
H 3.330 -1.344 0.858
H 2.989 0.799 0.512
H 1.308 0.626 0.113
```

Calculated values
Net charge = +1
HOMO level = -13.20 eV



[7]
Density functional theory data (wB97M-V/def2-TZVPD) for C15H40MoOP2Si as an isolated structure.

```
60
C15H40MoOP2Si, DFT wB97M-V/def2-TZVPD
Mo -0.485 0.063 0.439
Si -2.531 0.513 -0.796
P -0.443 -2.139 -0.244
P 0.417 2.132 -0.058
H 0.497 -0.081 -1.117
C 1.082 -3.038 0.100
H 0.949 -4.107 -0.095
H 1.363 -2.899 1.148
H 1.898 -2.655 -0.518
C -0.861 -2.584 -1.940
H -0.664 -3.648 -2.117
H -0.285 -1.974 -2.645
H -1.920 -2.376 -2.119
C -1.671 -3.100 0.714
H -1.584 -4.168 0.473
H -2.686 -2.762 0.482
H -1.508 -2.970 1.790
C 2.167 2.245 0.370
H 2.517 3.282 0.321
H 2.757 1.634 -0.323
H 2.333 1.857 1.382
C 0.284 2.868 -1.689
H 0.847 3.808 -1.734
H -0.766 3.059 -1.928
H 0.665 2.158 -2.430
C -0.325 3.442 0.972
H 0.082 4.422 0.689
H -0.098 3.253 2.026
H -1.412 3.462 0.845
C -2.542 0.607 -2.688
H -2.239 -0.356 -3.114
H -1.845 1.379 -3.031
H -3.558 0.851 -3.027
H -3.589 -0.504 -0.535
H -3.159 1.808 -0.413
C 1.695 -0.286 -3.636
O 0.579 0.110 -3.271
C 2.619 -1.096 -2.793
H 3.671 -0.941 -3.067
H 2.390 -2.161 -2.927
H 2.457 -0.802 -1.755
C 2.238 0.007 -5.023
H 3.246 0.429 -4.917
H 1.580 0.707 -5.544
H 2.292 -0.941 -5.572
C -1.782 0.689 3.466
C -0.391 0.063 3.658
C 0.544 1.058 4.378
C -0.515 -1.172 4.581
C 0.228 -0.321 2.326
H -2.161 0.996 4.454
H -2.488 -0.033 3.035
H -1.764 1.581 2.820
H 0.097 1.387 5.333
H 1.504 0.571 4.588
H 0.732 1.946 3.754
H -1.157 -1.944 4.135
H 0.469 -1.617 4.783
H -0.960 -0.859 5.541
H 1.189 -0.852 2.463
```

Calculated values
HOMO level (alpha / beta) = -6.07 / -7.05 eV
Multiplicity = 3
⟨S²⟩ = 2.052



[8]
Density functional theory data (wB97M-V/def2-TZVPD) for C33H25IrN8O4 as an isolated structure.

```
71
C33H25IrN8O4, DFT wB97M-V/def2-TZVPD
Ir -0.244 -0.520 -0.054
O 1.510 0.942 3.010
C 1.148 1.344 1.928
N -0.088 0.919 1.394
C -1.275 1.441 1.760
C -1.418 2.477 2.715
C -2.664 2.911 3.062
C -3.818 2.332 2.489
C -3.728 1.322 1.561
C -2.470 0.851 1.175
N -2.218 -0.151 0.285
C -3.075 -0.928 -0.428
O -4.271 -0.785 -0.575
C -2.334 -2.117 -1.056
C -3.041 -3.153 -1.627
C -2.354 -4.287 -2.042
C -0.985 -4.363 -1.843
C -0.324 -3.288 -1.275
N -0.981 -2.180 -0.919
C 2.006 2.209 1.069
C 3.295 2.492 1.495
C 4.097 3.274 0.677
C 3.570 3.738 -0.515
C 2.260 3.407 -0.842
N 1.483 2.654 -0.076
H -0.532 2.915 3.157
H -2.778 3.708 3.784
H -4.789 2.702 2.790
H -4.601 0.874 1.109
H -4.114 -3.060 -1.714
H -2.886 -5.110 -2.499
H -0.424 -5.242 -2.126
H 0.742 -3.282 -1.092
H 3.648 2.092 2.435
H 5.112 3.511 0.965
H 4.158 4.347 -1.188
H 1.824 3.766 -1.769
N -0.007 -0.977 5.072
C 0.459 -1.975 4.120
C -0.387 -1.885 2.864
O -0.015 -2.316 1.781
O -1.564 -1.337 3.053
H 0.435 -0.086 4.867
H 0.203 -1.234 6.027
H -1.538 -1.024 3.997
H 0.291 -2.977 4.524
H 1.511 -1.904 3.838
N 0.091 -0.781 -6.324
C -0.114 -0.208 -5.350
C -0.375 0.496 -4.127
C -0.819 1.813 -4.122
C -1.046 2.425 -2.904
C -0.839 1.716 -1.737
N -0.418 0.435 -1.751
C -0.180 -0.164 -2.925
H -0.978 2.338 -5.054
H -1.385 3.449 -2.849
H -0.978 2.157 -0.765
H 0.191 -1.176 -2.900
N 7.196 -1.257 -0.634
C 6.052 -1.166 -0.581
C 4.622 -1.051 -0.511
C 3.915 -0.418 -1.529
C 2.539 -0.296 -1.448
C 1.797 -0.795 -0.365
C 2.548 -1.422 0.643
C 3.927 -1.555 0.582
H 4.452 -0.012 -2.377
H 2.064 0.260 -2.250
H 2.044 -1.829 1.504
H 4.467 -2.046 1.381
```

Calculated values
Net charge = +1
HOMO level (alpha / beta) = -10.74 / -11.08 eV
Multiplicity = 2
⟨S²⟩ = 0.776



DFT total energy list, top to bottom, in hartree: -6535.31315; -8239.50321; -265.32824; -1260.59109; -599.61779; -987.24987; -1711.00716; -2115.73013
Max |F| list, top to bottom, in eV Å⁻¹: 0.44; 1.92; 7.00; 14.99; 4.88; 1.48; 2.82; 2.76